Entry 1:
Computed, not measured: a 2-piece molecular cluster, C3H9NO3 overall, with ωB97M-V/def2-TZVPD.

```
16
Properties=species:S:1:pos:R:3:lowdin_charge:R:1
O -1.410 -2.160 1.139 0.078
C -0.725 -1.146 1.347 -0.441
O 0.496 -1.052 1.943 0.109
C -1.094 0.126 0.620 -0.395
C -0.204 1.290 0.739 -0.111
N -1.552 -0.126 -0.809 0.087
H 0.743 -1.810 2.448 0.108
H -1.942 0.431 1.270 0.155
H 0.031 1.570 1.792 0.079
H 0.892 1.042 0.389 0.115
H -0.685 2.255 0.216 0.126
H -1.977 0.801 -0.947 0.075
H -0.788 -0.140 -1.362 0.014
H 2.510 0.112 -3.551 -0.028
H 2.909 -1.081 -2.511 0.075
O 2.794 -0.113 -2.723 -0.047
```

Computed properties:
Highest occupied orbital energy ... -9.92 eV
Total energy ... -400.1425 a.u.
LUMO ... 0.6 eV
SMILES ... C[C@@H](N)C(=O)O.O

Entry 2:
Computed, not measured: one molecule with the formula C5H11NO, with ωB97M-V/def2-TZVPD.

```
18
Properties=species:S:1:pos:R:3:lowdin_charge:R:1
C 0.930 1.574 -0.427 -0.061
C 0.036 0.347 -0.635 -0.380
C 0.815 -0.718 -1.405 -0.077
N -0.509 -0.129 0.656 -0.109
C -0.592 -1.542 1.029 -0.051
C -1.295 0.722 1.368 -0.338
O -1.535 1.879 1.080 0.015
H 1.786 1.319 0.206 0.087
H 1.308 1.931 -1.391 0.081
H 0.370 2.384 0.037 0.064
H -0.808 0.662 -1.267 0.146
H 0.235 -1.619 -1.633 0.070
H 1.115 -0.274 -2.358 0.082
H 1.726 -1.019 -0.873 0.090
H -0.220 -2.162 0.214 0.065
H -0.003 -1.766 1.933 0.093
H -1.644 -1.806 1.203 0.089
H -1.714 0.217 2.263 0.137
```

Computed properties:
Highest occupied orbital energy ... -9.31 eV
Total energy ... -327.1048 a.u.
LUMO ... 0.9 eV
SMILES ... CC(C)N(C)C=O

Entry 3:
Computed, not measured: a 7-piece molecular cluster, C36H48O6S3 overall, with ωB97M-V/def2-TZVPD.

```
93
Properties=species:S:1:pos:R:3:lowdin_charge:R:1
C 2.981 1.527 -3.405 -0.210
C 3.435 2.965 -3.840 -0.238
C 2.231 3.836 -3.669 -0.222
S 0.957 2.853 -4.614 0.711
O 1.345 3.063 -6.014 -0.346
O -0.405 3.043 -4.158 -0.341
C 1.625 1.208 -4.071 -0.194
H 2.857 1.546 -2.349 0.080
H 3.718 0.793 -3.766 0.114
H 3.839 3.003 -4.851 0.115
H 4.239 3.202 -3.136 0.107
H 2.312 4.862 -4.071 0.118
H 1.930 3.787 -2.589 0.094
H 1.699 0.588 -4.986 0.106
H 0.873 0.733 -3.393 0.085
C -1.760 -3.475 -2.968 -0.217
C -2.452 -4.867 -2.806 -0.220
C -2.318 -5.251 -1.353 -0.202
S -0.580 -4.770 -0.924 0.649
O 0.293 -5.882 -1.000 -0.318
O -0.736 -4.040 0.295 -0.340
C -0.352 -3.639 -2.420 -0.191
H -2.287 -2.659 -2.430 0.112
H -1.748 -3.196 -4.010 0.109
H -1.983 -5.547 -3.475 0.104
H -3.456 -4.703 -3.167 0.110
H -2.309 -6.367 -1.161 0.123
H -2.931 -4.661 -0.684 0.094
H 0.161 -4.284 -3.119 0.094
H 0.155 -2.720 -2.161 0.084
C 0.805 -1.594 3.628 -0.234
C 0.768 -0.141 3.367 -0.266
C -0.555 0.475 3.780 -0.203
S -1.038 -0.534 5.204 0.671
O -2.334 -1.124 4.959 -0.320
O -0.713 0.230 6.381 -0.326
C 0.249 -1.747 5.042 -0.216
H 1.793 -2.008 3.477 0.107
H 0.295 -2.215 2.863 0.123
H 0.990 0.099 2.331 0.100
H 1.560 0.315 3.982 0.128
H -1.273 0.427 2.971 0.096
H -0.414 1.514 4.162 0.115
H -0.254 -2.696 5.212 0.106
H 0.964 -1.542 5.822 0.103
C 3.945 -1.201 -1.325 -0.098
C 4.006 -2.252 -2.235 -0.084
C 3.453 -3.498 -1.942 -0.083
C 2.829 -3.695 -0.714 -0.085
C 2.778 -2.630 0.192 -0.079
C 3.378 -1.401 -0.078 -0.079
H 4.226 -0.240 -1.586 0.059
H 4.329 -1.971 -3.230 0.098
H 3.517 -4.267 -2.690 0.101
H 2.415 -4.683 -0.490 0.097
H 2.292 -2.790 1.128 0.081
H 3.340 -0.596 0.613 0.084
C -5.202 0.198 2.498 -0.116
C -5.254 1.527 2.139 -0.113
C -5.511 2.490 3.097 -0.110
C -5.723 2.192 4.438 -0.087
C -5.596 0.851 4.827 -0.070
C -5.363 -0.142 3.825 -0.094
H -4.940 -0.582 1.773 0.093
H -5.050 1.850 1.116 0.093
H -5.590 3.532 2.747 0.106
H -6.022 2.903 5.174 0.090
H -5.695 0.513 5.836 0.091
H -5.273 -1.208 4.173 0.117
C 1.464 4.547 0.842 -0.089
C 2.096 3.530 1.502 -0.101
C 3.432 3.099 1.157 -0.091
C 4.083 3.794 0.175 -0.100
C 3.477 4.889 -0.558 -0.099
C 2.162 5.203 -0.251 -0.100
H 0.401 4.778 1.005 0.107
H 1.507 3.020 2.333 0.113
H 3.836 2.241 1.675 0.093
H 5.122 3.584 -0.093 0.100
H 3.946 5.473 -1.322 0.094
H 1.716 6.060 -0.761 0.103
C -1.275 1.533 -1.277 -0.097
C -2.636 1.403 -1.015 -0.063
C -3.091 0.188 -0.472 -0.096
C -2.231 -0.859 -0.126 -0.090
C -0.849 -0.607 -0.247 -0.087
C -0.341 0.575 -0.878 -0.077
H -0.853 2.382 -1.732 0.068
H -3.242 2.261 -1.265 0.104
H -4.147 0.032 -0.251 0.085
H -2.651 -1.730 0.317 0.090
H -0.125 -1.374 0.083 0.084
H 0.733 0.673 -1.012 0.087
```

Computed properties:
Highest occupied orbital energy ... -9.01 eV
Total energy ... -3046.4714 a.u.
LUMO ... 0.4 eV
SMILES ... O=S1(=O)CCCC1.O=S1(=O)CCCC1.O=S1(=O)CCCC1.c1ccccc1.c1ccccc1.c1ccccc1.c1ccccc1

Entry 4:
Computed, not measured: a 2-piece molecular cluster, CH3Cl3Si overall, with ωB97M-V/def2-TZVPD.

```
8
Properties=species:S:1:pos:R:3:lowdin_charge:R:1
C 2.203 -0.264 0.105 -1.464
Si 1.210 1.476 -0.261 0.743
Cl 3.686 -0.186 -0.853 0.452
Cl 1.289 -1.706 -0.177 0.484
Cl -2.262 -1.223 -0.819 0.184
H 2.668 -0.196 1.133 0.013
H -1.289 -2.175 -0.640 -0.213
H -0.059 0.793 -0.813 -0.199
```

Computed properties:
Highest occupied orbital energy ... -9.04 eV
Total energy ... -1709.8775 a.u.
LUMO ... -1.4 eV

Entry 5:
Computed, not measured: C14H14FeN2O3 as an isolated structure, with ωB97M-V/def2-TZVPD.

```
34
Properties=species:S:1:pos:R:3:lowdin_charge:R:1
N -1.773 1.096 -0.939 -0.051
C -2.310 0.333 -1.966 -0.118
N -3.155 1.049 -2.684 0.106
C -3.215 2.314 -2.139 -0.253
C -4.090 3.317 -2.784 -0.237
O -4.785 3.137 -3.764 0.040
C -2.363 2.335 -1.044 -0.017
H -2.025 -0.701 -2.130 0.121
H -4.061 4.310 -2.268 0.117
H -2.139 3.146 -0.378 0.122
C -1.360 0.678 1.462 -0.063
C -0.781 0.724 0.050 -0.384
C -0.063 -0.662 -0.171 -0.170
Fe 1.614 -1.429 0.886 0.342
C 0.984 -3.110 0.811 -0.088
O 0.427 -4.126 0.924 0.173
C 1.104 -1.424 2.620 -0.086
O 0.758 -1.594 3.721 0.164
C 3.052 -1.566 -0.552 -0.155
C 3.465 -2.261 0.634 -0.177
C 3.475 -1.327 1.716 -0.189
C 3.094 -0.039 1.196 -0.149
C 2.823 -0.192 -0.202 -0.154
H -2.281 1.257 1.574 0.078
H -1.564 -0.359 1.755 0.071
H -0.597 1.057 2.154 0.078
H -0.003 1.504 0.028 0.133
H -0.822 -1.439 0.015 0.048
H 0.249 -0.714 -1.227 0.059
H 3.000 -1.997 -1.548 0.127
H 3.807 -3.292 0.686 0.131
H 3.861 -1.533 2.710 0.131
H 3.100 0.897 1.746 0.125
H 2.572 0.607 -0.893 0.125
```

Computed properties:
Highest occupied orbital energy (alpha / beta) ... -6.98 / -8.86 eV
2S+1 ... 5
Total energy ... -2140.6136 a.u.
LUMO (alpha / beta) ... -0.1 / -1.8 eV
Expectation value of S² ... 6.065

Entry 6:
Computed, not measured: C22H21AsCl5MoN3O6 as an isolated structure, with ωB97M-V/def2-TZVPD.

```
59
Properties=species:S:1:pos:R:3:lowdin_charge:R:1
Mo 0.183 -0.822 -0.919 1.552
Cl 4.467 -6.487 -2.665 0.781
C 3.646 -5.144 -2.022 -0.682
C 2.586 -4.577 -2.742 -0.691
Cl 2.096 -5.194 -4.252 0.779
C 1.933 -3.489 -2.191 -0.565
Cl 0.647 -2.650 -2.997 0.814
C 2.290 -2.987 -0.953 -0.396
O 1.552 -1.951 -0.462 -0.369
C 3.337 -3.533 -0.233 -0.612
Cl 3.753 -2.847 1.281 0.770
C 4.029 -4.614 -0.780 -0.681
Cl 5.338 -5.289 0.073 0.775
O -2.217 2.104 -6.191 0.159
C -3.361 2.278 -5.529 -0.473
O -4.322 2.772 -6.038 0.158
C -3.436 1.852 -4.091 -0.025
C -4.562 2.099 -3.345 0.036
N -4.325 1.624 -2.107 0.036
N -3.129 1.075 -1.965 0.106
C -2.570 1.210 -3.171 -0.174
C -1.239 0.672 -3.390 -0.386
O -0.552 0.719 -4.352 0.188
O -0.733 -0.013 -2.241 -0.384
H -1.533 1.663 -5.665 0.076
H -5.483 2.579 -3.635 0.157
H -4.963 1.639 -1.326 0.174
C -0.932 -3.767 0.710 0.031
C -0.391 -2.660 1.558 -0.498
N -0.029 -2.949 2.790 0.253
O -0.286 -1.465 1.152 -0.222
H -1.791 -4.227 1.200 0.113
H -0.176 -4.540 0.566 0.111
H -1.250 -3.384 -0.257 0.075
H -0.116 -3.883 3.159 0.149
H 0.352 -2.233 3.390 0.140
C -0.210 3.000 -0.283 -0.233
As -0.116 1.263 0.542 1.122
C -1.590 1.315 1.772 -0.232
C 1.545 1.404 1.580 -0.283
C 1.364 2.191 2.847 -0.326
C 0.811 1.592 3.977 -0.075
C 0.719 2.287 5.170 -0.058
C 1.172 3.599 5.243 -0.056
C 1.688 4.216 4.115 -0.052
C 1.783 3.515 2.919 -0.046
H 0.151 3.712 0.460 0.041
H -1.243 3.231 -0.537 0.039
H 0.408 3.057 -1.176 0.046
H -1.487 2.237 2.341 0.058
H -1.587 0.455 2.433 0.029
H -2.510 1.332 1.190 0.034
H 2.260 1.877 0.906 0.089
H 1.888 0.390 1.784 0.066
H 0.463 0.565 3.918 0.099
H 0.304 1.809 6.048 0.113
H 1.129 4.135 6.182 0.116
H 2.030 5.241 4.166 0.117
H 2.214 3.997 2.048 0.117
```

Computed properties:
Net charge ... +2
Highest occupied orbital energy (alpha / beta) ... -14.07 / -14.07 eV
Total energy ... -6071.0679 a.u.
LUMO (alpha / beta) ... -8.0 / -8.1 eV